{"formula": "C54H110F15N5O11PS4", "method": "ωB97M-V with the def2-TZVPD basis set", "total_charge": 0, "orbital_gap_ev": [2.2, 7.3], "energy_ha": -6656.49101, "lumo_energy_ev": [-0.5, -0.6], "multiplicity": 2, "symbols": ["C", "O", "O", "C", "F", "F", "F", "C", "C", "H", "H", "H", "H", "H", "H", "C", "C", "C", "C", "N", "C", "C", "C", "C", "C", "C", "C", "H", "H", "H", "H", "H", "H", "H", "H", "H", "H", "H", "H", "H", "H", "H", "H", "H", "H", "H", "H", "H", "H", "H", "H", "C", "C", "C", "C", "N", "C", "C", "C", "C", "C", "C", "C", "H", "H", "H", "H", "H", "H", "H", "H", "H", "H", "H", "H", "H", "H", "H", "H", "H", "H", "H", "H", "H", "H", "H", "H", "C", "C", "C", "C", "P", "C", "C", "C", "C", "C", "C", "C", "C", "C", "C", "C", "C", "H", "H", "H", "H", "H", "H", "H", "H", "H", "H", "H", "H", "H", "H", "H", "H", "H", "H", "H", "H", "H", "H", "H", "H", "H", "H", "H", "H", "H", "H", "H", "H", "H", "H", "H", "H", "C", "C", "N", "C", "C", "C", "C", "C", "O", "C", "H", "H", "H", "H", "H", "H", "H", "H", "H", "H", "H", "H", "H", "H", "H", "H", "H", "H", "H", "H", "C", "F", "F", "F", "S", "O", "O", "N", "S", "O", "O", "C", "F", "F", "F", "C", "F", "F", "F", "S", "O", "O", "N", "S", "O", "O", "C", "F", "F", "F"], "positions_angstrom": [[0.540037, 0.064699, 0.024617], [1.105969, -0.890032, -0.819197], [-0.867929, 0.061237, -0.242078], [1.195716, -0.207666, 1.513110], [2.441630, -0.749312, 1.516020], [1.404478, 0.923539, 2.234472], [0.435747, -0.962132, 2.237988], [2.252436, -0.544610, -1.562552], [2.609162, -1.707277, -2.355605], [1.994734, -2.019068, -3.200215], [3.627162, -1.584584, -2.725365], [2.667277, -2.533158, -1.646626], [3.102031, -0.258118, -0.942700], [2.156488, 0.378284, -2.134538], [0.937128, 1.055950, -0.194125], [2.350916, -5.238203, 2.682460], [0.837235, -4.828624, 2.870388], [-0.110794, -5.076035, 1.714201], [-0.034233, -3.983661, 0.643096], [-0.977726, -4.340165, -0.610907], [-0.614305, -3.338986, -1.738731], [-1.248020, -4.067979, -2.996317], [-1.100588, -5.577234, -2.730706], [-0.601252, -5.649445, -1.247339], [-2.510865, -4.371854, -0.189897], [-2.963110, -3.152312, 0.612382], [-4.459800, -2.948649, 0.611865], [2.412619, -6.319034, 2.555530], [3.130572, -4.790524, 3.298750], [2.715551, -4.887488, 1.716984], [0.866259, -3.754723, 3.054782], [0.457109, -5.309125, 3.771903], [-1.137510, -5.111808, 2.078463], [0.081375, -6.081379, 1.339417], [0.990056, -3.966356, 0.270746], [-0.300531, -2.981446, 0.978874], [-0.919017, -2.322221, -1.490849], [0.470763, -3.268335, -1.814433], [-2.313425, -3.901908, -3.155784], [-0.836966, -3.803304, -3.970528], [-1.979546, -6.212055, -2.842704], [-0.399167, -6.087392, -3.390900], [-0.945457, -6.507348, -0.669746], [0.488677, -5.654406, -1.236203], [-2.610381, -5.318261, 0.341621], [-3.121996, -4.454835, -1.088632], [-2.378274, -2.290944, 0.289689], [-2.641894, -3.441941, 1.612902], [-4.941242, -2.693261, -0.332108], [-4.742851, -2.072934, 1.195911], [-5.068159, -3.725032, 1.075784], [-6.989553, -0.308776, 5.907359], [-6.050266, 0.634579, 6.565663], [-4.670837, 0.799908, 5.901967], [-4.055216, -0.445519, 5.220629], [-2.589804, -0.218007, 4.663685], [-2.010745, -1.623999, 4.121367], [-0.844008, -2.055706, 4.957172], [-1.123618, -1.444559, 6.268942], [-1.692882, 0.005349, 5.850989], [-2.343691, 0.993565, 3.711699], [-3.197289, 0.944765, 2.388332], [-2.976598, 2.198618, 1.562015], [-7.154443, -0.062755, 4.858366], [-7.966938, -0.507496, 6.347044], [-6.505785, -1.283160, 5.839158], [-5.783486, 0.353723, 7.584518], [-6.604745, 1.547123, 6.784570], [-4.056543, 1.350722, 6.614249], [-4.764521, 1.542746, 5.109800], [-4.540606, -0.672964, 4.271544], [-4.048054, -1.308275, 5.886733], [-1.838960, -1.661228, 3.045632], [-2.812248, -2.317782, 4.375068], [0.067624, -1.535840, 4.662630], [-0.610077, -3.119691, 4.920931], [-0.253849, -1.419813, 6.925444], [-1.867433, -1.926904, 6.903116], [-1.038337, 0.870811, 5.747833], [-2.305570, 0.329941, 6.692039], [-1.306083, 1.016419, 3.378612], [-2.597774, 1.887436, 4.281375], [-4.279995, 0.918026, 2.511371], [-2.983339, 0.025751, 1.842670], [-3.745302, 2.353237, 0.804846], [-2.030370, 2.248566, 1.023260], [-3.065273, 3.063107, 2.219959], [-5.365734, 3.642716, -6.253468], [-3.798980, 4.020032, -6.220761], [-3.004504, 3.693620, -4.890411], [-2.455529, 2.245380, -4.916834], [-1.892340, 1.488427, -3.312288], [-1.196369, -0.164716, -3.685693], [-0.068865, -0.165081, -4.862513], [-0.248932, -1.263977, -5.922904], [-1.585017, -1.255762, -6.729170], [-0.680009, 2.638075, -2.552005], [0.444492, 3.145333, -3.448973], [1.689596, 3.668399, -2.755867], [1.451130, 4.910631, -1.905418], [-3.284369, 1.445004, -2.196508], [-4.554140, 0.752863, -2.734006], [-5.844305, 0.705576, -1.845533], [-6.953278, -0.185978, -2.499584], [-5.483228, 2.564010, -6.150004], [-5.949156, 3.901097, -7.137183], [-5.864952, 3.966042, -5.340042], [-3.602565, 5.091439, -6.180488], [-3.373258, 3.658585, -7.156829], [-3.675616, 3.779335, -4.035795], [-2.188694, 4.406253, -4.769090], [-1.681537, 2.284987, -5.683303], [-3.163264, 1.464397, -5.194840], [-2.096869, -0.714104, -3.960229], [-0.826309, -0.591837, -2.753647], [0.952606, -0.155861, -4.482243], [-0.102097, 0.751699, -5.451175], [-0.059505, -2.211428, -5.418379], [0.620969, -1.200678, -6.576633], [-1.480447, -0.618094, -7.606977], [-2.341599, -0.726703, -6.149716], [-1.761874, -2.262950, -7.106512], [-0.303198, 2.139745, -1.658822], [-1.274318, 3.500488, -2.250130], [0.049374, 3.848732, -4.181925], [0.878642, 2.272028, -3.935744], [2.424041, 3.931193, -3.517199], [2.071163, 2.843956, -2.153552], [2.411677, 5.271282, -1.537489], [0.813580, 4.733316, -1.039285], [1.015037, 5.760745, -2.430038], [-3.482576, 2.495041, -1.981504], [-2.858720, 0.882792, -1.365338], [-4.314806, -0.196049, -3.213985], [-4.869997, 1.388165, -3.561487], [-6.225256, 1.686263, -1.560547], [-5.602632, 0.454250, -0.812806], [-6.727732, -1.251427, -2.454356], [-7.053120, -0.130851, -3.583597], [-7.925734, 0.053703, -2.069494], [2.943777, 7.454014, 4.627274], [2.040121, 6.236789, 4.472534], [2.742166, 4.953661, 3.849830], [3.665727, 4.407807, 4.936652], [1.626849, 3.877194, 3.656160], [0.514562, 4.230468, 2.595212], [3.486928, 5.311719, 2.505863], [4.417846, 4.195756, 1.869045], [3.730292, 3.035029, 1.605649], [4.405478, 2.110317, 0.667313], [3.908641, 7.390858, 5.130422], [2.336426, 8.242059, 5.072474], [3.235305, 7.904787, 3.678629], [1.248219, 6.322773, 3.728504], [1.645000, 5.881673, 5.424313], [4.152807, 3.512287, 4.550794], [3.184967, 4.099367, 5.865000], [4.411357, 5.162332, 5.187289], [1.226557, 3.661260, 4.646737], [2.118075, 2.992366, 3.251358], [0.992048, 4.199193, 1.615863], [0.082485, 5.227713, 2.678222], [-0.217321, 3.427095, 2.511308], [4.083055, 6.167900, 2.821570], [2.743929, 5.686617, 1.801938], [5.296108, 3.986137, 2.479629], [4.811948, 4.650502, 0.960206], [5.362985, 1.654630, 0.919583], [4.382039, 2.345657, -0.396721], [3.801611, 1.204060, 0.621065], [2.221747, -8.139097, -1.302436], [1.787352, -7.296567, -0.372951], [2.722336, -9.263349, -0.671569], [1.246854, -8.561511, -2.022253], [3.564925, -7.261881, -2.449858], [4.345499, -8.263084, -3.172899], [2.807831, -6.345678, -3.250046], [4.630229, -6.665938, -1.265571], [4.364019, -5.142868, -1.228045], [4.774873, -4.417470, -2.421248], [3.098953, -4.683519, -0.718853], [5.658973, -4.720110, 0.152618], [5.377214, -3.465769, 0.514683], [5.515011, -5.632120, 1.143142], [6.870099, -4.848699, -0.378151], [6.797066, 4.603601, -1.641723], [5.513560, 4.635755, -1.880322], [7.499079, 5.720064, -1.931775], [6.936450, 4.411611, -0.335790], [7.588454, 3.085780, -2.531415], [6.997431, 3.138275, -3.899387], [9.068952, 3.341753, -2.520418], [7.159710, 1.726943, -1.458954], [6.510940, 0.781526, -2.390849], [5.119217, 1.052303, -2.858584], [7.491898, 0.402985, -3.436330], [6.374286, -0.924875, -1.294402], [6.251746, -1.952896, -2.111308], [7.531219, -1.068215, -0.604502], [5.383741, -0.839543, -0.465958]], "forces_ev_per_a": [[-2.2, 0.3, -0.7], [-0.1, -0.3, 0.1], [2.7, -0.1, 1.9], [0.7, 1.2, -1.7], [-0.5, -0.4, -0.7], [-0.7, 0.7, -0.2], [-1.5, -1.7, 1.4], [0.3, 1.5, 0.5], [1.5, -1.5, -0.5], [-0.4, 0.3, 0.0], [0.0, -0.1, -0.2], [0.0, -0.3, -0.2], [0.0, -0.4, 0.5], [-0.8, 0.3, -0.5], [0.4, 0.5, -0.2], [-0.9, 0.0, -1.7], [1.8, 0.7, 0.7], [-0.4, 0.0, -0.2], [-0.4, -1.5, -1.0], [0.2, 1.1, 1.0], [-1.3, -1.1, -0.8], [-0.2, 0.0, 0.0], [0.6, -0.6, 1.2], [0.5, 0.1, -0.7], [1.2, 0.2, -1.0], [0.8, -1.3, 0.2], [-1.0, 0.9, 0.3], [0.3, -0.1, 0.6], [-0.6, -0.3, 0.9], [-0.4, 0.1, -0.4], [-0.2, 0.2, 0.3], [-0.1, 0.0, 0.0], [-0.1, 0.0, 0.3], [0.1, 0.1, -0.5], [-0.1, 0.2, -0.5], [-0.2, -0.2, 0.0], [-0.5, -0.1, 0.1], [0.0, -0.5, 0.1], [-0.1, 0.6, 0.5], [0.5, 0.2, 0.3], [-0.5, 0.6, 0.0], [0.4, 0.3, 0.2], [-0.2, 0.2, 0.0], [0.0, 0.0, 0.0], [0.0, 0.2, 0.1], [0.4, -0.1, -0.3], [-0.2, 0.4, 0.0], [0.0, 0.7, 0.4], [0.4, -0.4, -0.5], [0.4, 0.2, 0.3], [0.4, -0.5, -0.1], [0.1, -1.6, -1.1], [0.4, 0.1, 1.4], [-0.4, 1.2, -1.4], [0.7, 1.1, -0.9], [1.8, -0.8, 0.6], [-1.6, -0.2, -0.3], [1.1, 0.9, -0.5], [-0.5, 1.9, 1.2], [-0.2, -1.2, 2.4], [-2.2, -1.0, -1.3], [0.0, -0.3, 0.5], [0.3, 0.5, -0.2], [-0.1, 0.4, -0.1], [0.1, 0.5, 0.3], [-0.1, -0.3, 0.1], [-0.4, -0.7, 0.2], [0.6, 0.7, -0.6], [0.5, -0.6, 0.1], [-0.1, 0.1, -0.3], [-0.6, -0.2, 0.4], [0.4, -0.1, -0.2], [-0.1, 0.6, 0.1], [-0.3, 0.0, -0.4], [0.1, -0.2, -0.6], [-0.5, 0.0, 0.0], [0.1, 0.5, -0.2], [-0.4, -0.2, -0.3], [0.7, -0.4, -0.6], [-0.1, 0.0, -0.1], [0.2, -0.3, 0.6], [0.2, 0.0, 0.2], [-0.1, -0.1, 0.9], [0.4, 0.1, -0.2], [-0.2, -0.3, 0.0], [0.2, -0.3, 0.2], [0.1, 0.2, 0.0], [1.5, -0.4, 1.2], [-1.1, 0.6, 0.9], [-1.1, -1.9, -0.7], [0.5, -0.1, 0.7], [1.7, 1.1, -1.1], [0.9, 0.7, -1.0], [-1.4, 0.4, -0.1], [0.2, -0.4, 0.5], [1.7, 0.7, 0.2], [-0.3, 0.1, 0.0], [0.5, -1.2, -0.5], [-0.7, 0.9, 0.4], [0.4, 0.2, 0.4], [-0.6, -1.0, 0.0], [-0.7, 1.3, -0.5], [0.5, -0.5, -0.1], [0.6, 0.2, 0.3], [0.3, -0.3, -0.3], [0.4, 0.4, 0.0], [-0.1, 0.6, -0.1], [-0.9, 0.3, -0.8], [0.5, -0.2, 0.3], [-0.2, 0.4, 0.0], [0.0, -0.1, 0.0], [0.3, -0.6, 0.2], [-0.5, 0.4, -0.6], [0.1, -0.4, -0.3], [0.1, 0.2, 0.2], [-0.2, -0.4, 0.5], [-0.3, 0.4, 0.3], [-0.5, -0.3, 0.0], [-0.1, 0.2, -0.3], [0.2, 0.0, -0.1], [-0.5, -0.8, 0.1], [-0.7, 0.2, 0.4], [0.0, -0.1, 0.2], [-0.2, 0.0, 0.4], [0.1, 0.0, -0.2], [-0.4, 0.0, -0.7], [0.1, -0.3, 0.0], [0.3, 0.1, 0.1], [0.1, 0.0, 0.2], [0.0, -0.2, 0.1], [-0.1, -0.1, -0.4], [0.0, -0.1, 0.5], [0.1, 0.3, 0.7], [-0.1, -0.3, 0.4], [-0.1, -0.1, -0.4], [-0.1, 0.5, -1.1], [0.2, -1.2, 0.0], [0.0, -0.1, 0.9], [0.2, 1.0, -0.1], [0.0, -0.3, 0.0], [-0.2, 0.7, -0.9], [1.2, -1.5, -1.2], [-0.6, -0.3, 0.8], [0.6, -0.1, -1.1], [-0.4, 0.5, -1.3], [1.7, 0.0, 0.0], [0.4, -0.9, 1.3], [-0.2, 1.4, 0.5], [0.2, -1.6, -1.3], [-1.3, -1.2, 0.0], [-0.4, -0.6, 0.6], [0.1, -0.1, 0.4], [-0.3, -0.2, -0.4], [-0.1, 0.9, 0.5], [-0.1, 0.0, -0.1], [0.1, 0.1, -0.1], [-0.7, 0.3, -0.3], [0.0, 0.0, -0.2], [-0.1, 0.1, 0.1], [0.2, 0.1, 0.3], [0.2, 0.1, -0.1], [-0.4, -0.3, 0.3], [-0.2, 0.2, 0.6], [0.3, -0.2, -0.3], [-0.2, -0.3, 0.1], [0.1, 0.2, 0.4], [0.0, 0.2, -0.2], [0.4, 1.1, 0.6], [0.3, 1.2, 0.1], [-0.5, 0.1, 0.6], [3.3, -0.8, 0.5], [-0.1, 0.0, 0.2], [-0.1, 1.5, -0.4], [-1.9, -0.2, -1.3], [3.0, -2.3, 0.6], [-1.7, 0.7, 1.2], [-0.6, 0.2, 0.5], [-2.6, -1.6, -1.9], [2.3, 3.3, -0.3], [0.1, -0.6, 1.0], [-1.2, -0.1, 1.0], [-1.8, -1.4, -2.3], [0.8, -0.6, 0.7], [0.3, 1.3, 0.1], [-0.1, 0.5, 0.7], [2.2, -1.7, 0.3], [-0.7, 0.9, -0.7], [-1.3, -0.6, -0.4], [0.1, 0.1, 0.9], [3.0, 0.5, -2.1], [0.5, -0.1, 3.3], [-3.8, -0.7, 0.9], [1.7, 6.4, 1.5], [-1.9, -6.2, -5.3], [1.8, -0.5, 1.3], [-1.9, -0.1, 1.1], [2.4, 2.3, -1.8], [-0.3, 0.2, 0.2], [-0.6, 0.0, -0.1], [-1.4, -0.2, 1.1]], "lowdin_charge": [-0.4009, -0.1199, -0.2571, -0.5369, 0.1265, 0.0904, 0.1457, -0.2831, -0.0588, 0.0787, 0.0870, 0.0648, 0.0922, 0.1089, 0.1163, -0.0654, -0.2293, -0.1857, -0.0434, -0.1544, -0.0433, -0.1231, -0.1243, -0.1141, -0.0735, -0.2282, -0.0893, 0.0759, 0.0772, 0.0381, 0.0833, 0.1004, 0.0974, 0.1095, 0.1138, 0.1105, 0.0924, 0.1114, 0.0958, 0.0951, 0.1079, 0.1134, 0.1285, 0.1081, 0.1257, 0.1216, 0.0982, 0.0881, 0.0700, 0.0594, 0.0814, -0.1251, -0.2695, -0.2162, -0.0833, -0.1444, -0.0657, -0.2004, -0.1495, -0.1613, -0.0948, -0.2259, -0.1239, 0.0775, 0.0802, 0.0634, 0.1056, 0.1107, 0.0837, 0.0960, 0.1168, 0.1281, 0.1035, 0.1182, 0.1144, 0.1215, 0.1120, 0.1076, 0.0555, 0.0844, 0.1191, 0.0678, 0.0947, 0.0833, 0.0586, 0.0583, 0.0601, -0.0828, -0.2029, -0.2192, -0.2600, 1.0343, -0.1936, -0.1931, -0.2461, -0.0771, -0.2426, -0.2449, -0.2397, -0.0993, -0.2722, -0.2266, -0.2281, -0.0958, 0.0486, 0.0645, 0.0584, 0.0902, 0.0994, 0.0961, 0.0986, 0.0930, 0.0765, 0.0699, 0.0586, 0.0987, 0.0790, 0.0815, 0.1124, 0.0684, 0.0437, 0.0747, 0.0788, 0.0947, 0.1073, 0.0948, 0.1228, 0.0992, 0.0623, 0.0562, 0.0743, 0.0976, 0.0768, 0.1046, 0.0871, 0.1000, 0.0877, 0.0606, 0.0663, 0.0695, -0.0800, -0.1622, -0.2283, -0.0167, -0.1721, -0.0745, -0.0183, -0.2167, -0.1848, -0.0330, 0.0802, 0.0853, 0.0715, 0.0968, 0.0951, 0.1004, 0.0818, 0.0947, 0.0467, 0.0906, 0.0554, 0.0517, 0.0562, 0.1083, 0.1255, 0.1266, 0.1108, 0.0954, 0.0762, 0.0540, -0.6455, 0.1077, 0.0898, 0.1681, 0.6586, -0.3060, -0.3090, -0.2861, 0.5286, -0.3012, -0.3507, -0.6246, 0.1271, 0.1060, 0.1468, -0.6729, 0.1483, 0.1297, 0.1054, 0.7711, -0.3364, -0.3310, -0.3069, 0.5194, -0.3694, -0.3454, -0.6468, 0.1490, 0.1079, 0.1446]}